Entry 1:
{
  "formula": "C4H14N4",
  "method": "ωB97M-V/def2-TZVPD",
  "relative_energy_ev": 1.374,
  "charge": 0,
  "smiles": "N/C=C/N.NCCN",
  "e_tot_ev": -10334.430,
  "fmax_ev_per_a": 0.98,
  "elements": ["C", "C", "N", "N", "H", "H", "H", "H", "H", "H", "C", "C", "N", "N", "H", "H", "H", "H", "H", "H", "H", "H"],
  "positions_angstrom": [[1.547200, -0.227027, -1.909188], [1.612343, -1.304455, -1.139901], [1.983236, -1.195309, 0.247692], [1.125230, -0.210828, -3.267645], [1.841286, 0.753199, -1.546266], [1.459669, -2.311578, -1.509836], [2.459476, -2.059375, 0.464638], [1.174991, -1.144556, 0.852398], [1.358326, 0.677583, -3.671026], [0.134435, -0.304869, -3.400167], [-1.592190, 0.415852, 1.905099], [-1.054036, 0.658532, 0.519961], [-1.686148, 1.787676, -0.164440], [-0.839948, -0.666499, 2.532001], [-1.523900, 1.348191, 2.487913], [-2.654886, 0.189408, 1.818299], [0.037060, 0.781103, 0.568635], [-1.253914, -0.241532, -0.068524], [-1.495682, 1.805660, -1.156240], [-1.330492, 2.646468, 0.245044], [0.018550, -0.276126, 2.898753], [-1.320598, -1.121523, 3.292797]],
  "atomic_forces_ev_per_a": [[-0.2, 0.2, -0.4], [0.2, 0.3, 0.5], [0.2, -0.2, -0.6], [0.2, -0.1, 0.0], [0.1, -0.2, 0.5], [-0.3, 0.1, -0.4], [0.1, 0.0, 0.4], [-0.3, 0.0, 0.1], [0.2, 0.2, -0.3], [-0.3, -0.4, 0.1], [-0.3, 0.6, 0.3], [0.3, -0.2, -0.9], [-0.2, 0.2, 0.7], [0.3, 0.0, -0.3], [-0.1, 0.0, -0.1], [0.0, -0.2, 0.1], [0.0, -0.2, 0.1], [0.2, 0.0, 0.0], [0.2, -0.1, 0.1], [-0.2, 0.0, -0.3], [0.1, -0.2, 0.1], [-0.2, 0.1, 0.0]]
}

Entry 2:
{
  "formula": "C6H33NO11",
  "method": "ωB97M-V/def2-TZVPD",
  "relative_energy_ev": 0.238,
  "charge": 1,
  "e_tot_ev": -30760.285,
  "fmax_ev_per_a": 3.05,
  "spin_multiplicity": 2,
  "elements": ["C", "C", "C", "C", "C", "C", "N", "H", "H", "H", "H", "H", "H", "H", "H", "H", "H", "H", "H", "H", "O", "H", "H", "O", "H", "H", "O", "H", "H", "O", "H", "H", "O", "H", "H", "O", "H", "H", "O", "H", "H", "O", "H", "H", "O", "H", "H", "O", "H", "H", "O"],
  "positions_angstrom": [[1.723937, -0.565421, 3.052604], [2.120524, 0.842746, 2.457426], [2.452433, 0.651802, 0.992716], [3.658654, 0.043373, 0.749396], [0.331473, 1.393026, -0.009608], [1.583957, 0.895384, -0.095904], [0.583384, -1.268570, 2.332877], [2.623549, -1.161935, 2.811736], [1.457060, -0.485017, 4.091004], [2.918134, 1.285750, 3.069138], [1.240757, 1.464117, 2.602706], [4.476081, -0.239038, 1.430384], [4.076970, -0.165220, -0.265855], [-0.332235, 1.197188, -0.856076], [-0.126550, 1.741641, 0.895591], [2.173615, 0.752226, -1.020724], [1.051782, -1.626638, 1.492184], [-0.140022, -0.568538, 2.021066], [1.010593, 4.310838, -0.505078], [1.018395, 3.599225, 0.875524], [0.447976, 4.021609, 0.225583], [-0.823635, -4.115470, -0.854902], [-1.055311, -3.219241, 0.276756], [-0.777483, -3.148255, -0.715444], [-1.738103, -1.126280, -2.950970], [-2.278832, 0.201276, -3.545561], [-1.984839, -0.683292, -3.771259], [1.061759, -0.300513, -2.364737], [1.946243, 0.145815, -3.659185], [1.084691, 0.054469, -3.254442], [-2.093961, 0.117090, 1.817797], [-1.966784, -0.660851, 0.464411], [-1.979894, -0.777703, 1.429129], [-1.741233, -1.810030, -1.231370], [-3.215873, -1.299420, -1.218035], [-2.307693, -1.028888, -1.043351], [-2.283582, 2.367646, -1.769421], [-2.192563, 3.559030, -0.904590], [-2.792606, 2.814350, -1.073872], [-0.297878, 1.122120, -3.070789], [-1.499995, 0.977192, -2.261322], [-0.989926, 1.705770, -2.643913], [-1.455941, -2.357131, 1.930391], [-0.249265, -3.316988, 1.878630], [-1.206805, -3.310241, 1.767104], [-2.268736, 2.585827, 1.007341], [-3.403962, 1.654755, 1.167272], [-2.552948, 1.860738, 1.579341], [0.822759, -2.587994, -0.880640], [2.138738, -3.193757, -1.356678], [1.753193, -2.348570, -1.094382]],
  "atomic_forces_ev_per_a": [[-0.3, -0.6, -2.0], [-1.3, -0.4, 0.0], [0.1, 0.3, 2.0], [2.4, -0.5, -1.8], [-1.3, -1.0, -0.4], [2.9, 0.2, 0.0], [1.8, 2.1, 0.0], [-0.5, -0.2, 1.1], [0.4, 0.0, 0.4], [0.1, -0.3, -0.5], [-0.1, 0.3, -0.2], [-1.1, 0.3, 0.5], [-1.1, 0.3, 0.5], [0.3, 0.9, 0.3], [0.0, -0.1, 0.3], [-1.3, -0.2, 0.0], [-0.7, 0.1, 0.0], [0.8, -1.3, 0.4], [0.0, 0.0, 0.2], [0.2, 0.4, 0.0], [-0.2, -0.3, -0.2], [0.1, 0.6, -0.8], [0.0, 0.6, -0.2], [-0.3, -1.4, 0.6], [-0.3, 0.4, -0.4], [-0.2, -0.1, -0.2], [0.2, -0.5, -0.5], [1.0, -0.6, -0.2], [0.3, -0.3, 0.4], [-1.2, 0.6, -0.3], [-0.1, -0.5, -0.3], [-0.5, -0.1, -0.1], [0.2, 0.8, 1.1], [-0.3, -0.3, 0.5], [-0.1, 0.0, 0.0], [0.3, 0.2, -0.9], [-0.5, 0.5, 0.1], [-0.4, 0.1, -0.1], [0.5, 0.3, 0.2], [-0.1, 1.0, -0.3], [-0.3, 0.0, 0.2], [0.7, -1.4, -0.4], [0.0, -0.7, 0.0], [-0.1, 0.0, 0.7], [-0.2, 0.4, -0.2], [0.0, -0.1, 0.0], [0.0, 0.0, 0.2], [-0.2, 0.3, 0.0], [0.2, -0.1, -0.2], [0.1, 0.2, -0.1], [0.0, 0.1, 0.3]]
}

Entry 3:
{
  "formula": "C4H13NO2",
  "method": "ωB97M-V/def2-TZVPD",
  "relative_energy_ev": 0.897,
  "charge": 0,
  "smiles": "CN(C)CCO.O",
  "e_tot_ev": -9943.300,
  "fmax_ev_per_a": 0.65,
  "elements": ["C", "N", "C", "C", "C", "O", "H", "H", "H", "H", "H", "H", "H", "H", "H", "H", "H", "H", "H", "O"],
  "positions_angstrom": [[2.123797, 0.364630, -1.166069], [1.477046, 0.411561, 0.130741], [2.385479, -0.090531, 1.153812], [0.221460, -0.342850, 0.137665], [-0.783800, 0.309307, 1.071822], [-2.048003, -0.340489, 1.021291], [3.067796, 0.905996, -1.130058], [2.355292, -0.659700, -1.494054], [1.493996, 0.833858, -1.919035], [2.763179, -1.091303, 0.906860], [1.878311, -0.136363, 2.119244], [3.229611, 0.586865, 1.252122], [0.388413, -1.385188, 0.445955], [-0.199924, -0.354579, -0.866868], [-0.867739, 1.352826, 0.787370], [-0.459181, 0.211121, 2.106330], [-2.439089, -0.170226, 0.154629], [-3.515270, 0.342062, -2.028692], [-2.950153, -1.068271, -2.163665], [-2.716473, -0.175681, -1.884652]],
  "atomic_forces_ev_per_a": [[0.1, 0.0, 0.0], [0.0, -0.3, 0.0], [-0.2, 0.2, 0.0], [0.2, 0.1, 0.1], [-0.3, -0.6, -0.1], [0.0, 0.0, 0.1], [0.0, 0.1, 0.0], [0.0, -0.1, 0.0], [-0.1, 0.0, 0.0], [0.0, -0.1, 0.0], [0.0, 0.0, -0.1], [0.1, 0.0, 0.0], [-0.1, -0.1, -0.1], [0.0, 0.0, -0.1], [0.0, 0.3, 0.2], [0.1, 0.3, 0.0], [0.1, -0.1, -0.1], [0.0, 0.0, -0.1], [0.1, 0.0, 0.0], [-0.1, 0.0, 0.0]]
}

Entry 4:
{
  "formula": "C17H22CuF5N2O11PS3",
  "method": "ωB97M-V/def2-TZVPD",
  "charge": 2,
  "e_tot_ev": -143486.175,
  "fmax_ev_per_a": 5.43,
  "spin_multiplicity": 2,
  "elements": ["C", "C", "O", "N", "C", "C", "O", "C", "S", "C", "C", "O", "O", "C", "C", "C", "O", "C", "O", "C", "S", "N", "C", "O", "C", "S", "O", "O", "C", "F", "F", "C", "F", "F", "F", "C", "P", "O", "O", "H", "H", "H", "H", "H", "H", "H", "H", "H", "H", "H", "H", "H", "H", "H", "H", "H", "H", "H", "H", "H", "H", "Cu"],
  "positions_angstrom": [[1.826386, -1.538884, 4.172141], [1.602054, -2.256325, 2.811215], [1.559687, -3.464962, 2.870061], [1.483370, -1.470406, 1.590042], [2.499234, -1.817225, 0.572624], [2.883930, -3.239148, 0.110601], [3.086051, -0.927120, 0.111332], [0.101892, -1.319285, 1.060655], [0.086557, -1.471342, -0.815839], [-0.545452, 0.058677, -1.587254], [-0.062121, 0.236989, -3.076156], [-0.853558, 0.562050, -3.841974], [1.229244, 0.060235, -3.458630], [2.157977, 0.873737, -2.704747], [2.044148, 2.407820, -3.010910], [1.191930, 3.153067, -1.909833], [1.616009, 2.668404, -4.345105], [1.368865, 4.052658, -4.444725], [0.272721, 4.350094, -4.658017], [2.500080, 5.139248, -4.245125], [1.728025, 6.827429, -4.197019], [-0.317866, -0.002839, 1.578920], [-1.134183, -0.331182, 2.787138], [-1.032451, 0.074863, 3.843377], [-2.121873, -1.423039, 2.198229], [-3.614936, -0.896007, 1.306361], [-3.451002, -0.874501, -0.137032], [-4.715591, -1.749793, 1.631955], [-4.069468, 0.857465, 1.805625], [-3.237504, 1.747177, 1.222208], [-5.250548, 1.057614, 1.230204], [-4.207147, 1.073584, 3.366363], [-4.170691, -0.049526, 4.070872], [-3.314017, 1.982625, 3.738206], [-5.403330, 1.626564, 3.574865], [-1.068368, -2.319308, 1.478242], [-1.557690, -3.267527, -0.064605], [-0.465139, -4.577984, -0.086603], [-3.018949, -3.912089, 0.236261], [2.157579, -0.511300, 3.939655], [0.934922, -1.598283, 4.821183], [2.676326, -2.064057, 4.652591], [3.616185, -3.191712, -0.719809], [2.024957, -3.878107, -0.189348], [3.424584, -3.740498, 0.949356], [-1.649251, 0.147601, -1.612486], [-0.155645, 0.934641, -1.020646], [2.008491, 0.771954, -1.604713], [3.168217, 0.469556, -2.907261], [3.081848, 2.803514, -2.895778], [1.652411, 4.135329, -1.692401], [1.225717, 2.596782, -0.939059], [0.120058, 3.235017, -2.181140], [3.291230, 5.092868, -5.011219], [2.992843, 5.041651, -3.254570], [1.470890, 7.036715, -2.868758], [-1.035437, 0.473721, 1.015458], [-2.541721, -2.096517, 2.981782], [-0.892924, -3.133213, 2.215206], [-0.731944, -5.081207, 0.749870], [-3.302273, -4.457337, -0.531921], [0.836664, -4.888924, 1.320084]],
  "atomic_forces_ev_per_a": [[0.8, 0.3, -1.6], [-0.1, 1.1, 2.1], [-0.5, -1.5, -1.5], [-0.7, -2.4, 0.1], [0.1, -2.1, -0.1], [0.2, -0.5, 1.0], [1.2, 2.4, -1.0], [-0.4, 1.5, 0.2], [0.5, 0.6, -0.2], [0.1, 0.8, 0.1], [2.4, -0.7, 1.3], [-3.2, 0.8, -2.2], [0.0, 0.1, 1.6], [0.6, 0.3, 0.1], [0.8, 0.0, 1.1], [0.0, -0.6, 0.2], [0.9, 0.3, 1.1], [2.2, -0.1, 0.1], [-2.8, 1.0, -0.8], [-0.5, -0.1, 1.2], [0.3, -0.1, -0.2], [-0.5, 0.0, 0.3], [-0.8, -1.6, -5.1], [0.3, 1.4, 3.6], [0.4, -1.6, 1.7], [-2.4, -0.9, -2.3], [2.1, 0.6, 0.5], [0.6, 0.3, 1.6], [-0.5, 0.6, -0.3], [0.5, -0.7, 0.6], [0.2, -0.7, 0.2], [-1.6, 1.7, -0.1], [0.9, 0.0, -0.3], [0.6, -0.8, 0.3], [0.2, -0.3, -0.1], [-1.0, -0.9, 0.0], [-1.0, 0.7, -0.5], [-1.4, 0.5, 0.9], [1.8, 0.0, -0.3], [-0.5, -0.3, 0.5], [0.4, 0.1, -0.4], [-0.6, 0.1, -0.1], [-0.7, 0.2, 0.4], [0.3, 0.4, -0.1], [-0.4, 0.2, -0.5], [0.6, -0.5, 0.1], [-0.1, -0.7, -0.1], [0.1, -0.2, -0.7], [-0.7, 0.3, -0.2], [-0.5, -0.4, 0.0], [-0.7, -0.4, -0.2], [0.2, 0.4, -0.7], [0.6, 0.2, -0.1], [-0.5, 0.1, 0.2], [-0.2, -0.3, -0.7], [0.4, -0.7, -0.6], [0.5, -0.1, -0.4], [-0.1, 1.0, -0.2], [0.5, 0.6, -0.2], [-1.3, -0.5, -1.2], [-0.3, 0.2, 0.4], [2.5, 0.8, 1.5]]
}

Entry 5:
{
  "formula": "C4H10O2",
  "method": "ωB97M-V/def2-TZVPD",
  "relative_energy_ev": 2.556,
  "charge": 0,
  "smiles": "C=CO.CCO",
  "e_tot_ev": -8402.991,
  "fmax_ev_per_a": 1.36,
  "elements": ["C", "O", "C", "H", "H", "H", "H", "H", "H", "C", "C", "O", "H", "H", "H", "H"],
  "positions_angstrom": [[-1.721235, 0.020849, -0.816094], [-1.081028, -0.615203, 0.279180], [-1.578167, -0.822006, -2.067262], [-1.297721, 1.020157, -0.953121], [-2.762368, 0.042745, -0.510635], [-0.162039, -0.859019, 0.138024], [-2.017723, -1.800720, -1.885548], [-0.558235, -0.926521, -2.433185], [-2.149028, -0.394711, -2.896352], [1.708829, 1.195053, 0.029462], [1.168231, 0.759145, 1.180445], [1.686882, -0.331750, 1.805849], [1.116593, 1.691619, -0.727393], [2.791145, 1.254888, -0.035971], [0.405000, 1.231401, 1.783001], [2.543984, -0.536336, 1.402376]],
  "atomic_forces_ev_per_a": [[1.0, -0.8, 0.0], [-0.4, -0.3, 0.8], [-0.7, 0.2, -0.5], [-0.3, 0.1, -0.1], [-0.1, 0.4, -0.1], [-0.1, 0.2, -0.5], [0.2, -0.2, 0.0], [0.2, 0.0, 0.3], [0.0, 0.1, 0.0], [-0.3, 0.7, 0.3], [0.9, -0.3, -0.3], [0.5, 0.7, 1.0], [0.1, 0.8, 0.5], [0.0, -1.1, -0.7], [-0.8, -0.6, -0.6], [-0.2, -0.2, -0.1]]
}

Entry 6:
{
  "formula": "C23H27BNO",
  "method": "ωB97M-V/def2-TZVPD",
  "relative_energy_ev": 0.000,
  "charge": 1,
  "e_tot_ev": -28495.569,
  "fmax_ev_per_a": 2.37,
  "elements": ["C", "O", "C", "C", "C", "C", "C", "C", "C", "C", "C", "C", "C", "C", "C", "C", "C", "C", "C", "C", "C", "H", "H", "H", "H", "H", "H", "H", "H", "H", "H", "H", "H", "H", "H", "H", "C", "N", "C", "C", "B", "H", "H", "H", "H", "H", "H", "H", "H", "H", "H", "H", "H"],
  "positions_angstrom": [[2.640205, 2.700539, -4.600783], [1.440266, 1.986759, -4.413031], [1.294352, 1.480489, -3.141394], [0.262680, 0.547285, -2.905032], [0.150996, -0.105071, -1.711724], [1.067025, 0.141207, -0.667869], [1.189528, -0.683256, 0.512525], [1.860608, -0.283544, 1.725994], [2.204096, -1.427250, 2.480255], [2.888956, -1.301689, 3.687069], [3.207949, -0.039289, 4.141808], [2.875176, 1.093366, 3.402128], [2.201245, 0.986757, 2.208686], [1.715210, -2.581096, 1.757732], [1.074404, -2.120117, 0.582073], [0.575349, -3.049763, -0.336176], [0.680304, -4.391493, -0.053567], [1.287638, -4.837390, 1.118735], [1.826215, -3.943107, 2.018731], [2.033462, 1.145502, -0.881883], [2.152155, 1.796264, -2.070486], [2.693697, 3.017271, -5.641371], [2.664987, 3.584391, -3.960049], [3.489363, 2.049895, -4.381159], [-0.397875, 0.317145, -3.721051], [-0.632500, -0.824621, -1.567463], [3.162120, -2.174203, 4.253382], [3.699447, 0.083044, 5.092756], [3.152432, 2.068717, 3.767927], [1.925472, 1.868929, 1.658616], [0.157290, -2.717289, -1.267959], [0.300834, -5.109486, -0.761708], [1.339769, -5.895353, 1.313700], [2.344365, -4.288334, 2.895466], [2.770959, 1.310802, -0.120017], [2.938960, 2.518464, -2.202214], [-5.142693, 1.563398, 0.455699], [-3.802601, 1.023034, 0.066087], [-3.956245, -0.069852, -0.943835], [-2.926977, 2.115253, -0.462506], [-3.104154, 0.421766, 1.343895], [-2.034015, 0.003343, 1.082057], [-5.645577, 1.986086, -0.412092], [-5.766651, 0.772324, 0.865062], [-5.035876, 2.342194, 1.207060], [-4.413746, 0.317015, -1.852401], [-2.987539, -0.492462, -1.196971], [-4.585938, -0.864394, -0.550157], [-3.364192, 2.549380, -1.359543], [-2.810903, 2.900678, 0.280726], [-1.941961, 1.726932, -0.710076], [-2.977921, 1.242289, 2.179833], [-3.740148, -0.461460, 1.794514]],
  "atomic_forces_ev_per_a": [[0.6, 0.5, -0.3], [-0.8, -1.0, 2.0], [0.1, 0.2, -0.6], [0.1, 0.3, -0.6], [0.3, -0.1, 0.1], [-0.1, -0.3, 0.7], [0.8, 0.5, -0.9], [0.5, 0.5, 0.8], [0.5, 1.2, 0.9], [-0.6, -0.7, -1.0], [-0.1, 0.8, -0.1], [0.3, 0.0, 0.5], [-0.4, -0.5, -0.6], [-0.5, -1.4, -0.6], [-0.5, -1.0, 0.0], [0.3, 0.8, 0.2], [0.0, -0.6, 0.1], [-0.4, -0.1, -0.7], [0.2, 1.3, 0.3], [-0.2, -0.5, 0.5], [0.0, 0.4, -1.0], [-0.2, -0.1, 0.1], [0.1, 0.0, -0.1], [0.1, 0.1, 0.0], [-0.2, 0.0, -0.2], [-0.2, -0.1, 0.0], [0.0, -0.2, 0.2], [0.2, 0.0, 0.1], [0.0, 0.1, 0.1], [-0.1, 0.2, 0.0], [-0.2, -0.1, -0.2], [-0.1, -0.1, -0.1], [0.1, -0.2, 0.0], [0.1, -0.1, 0.2], [0.2, 0.1, 0.0], [0.1, 0.0, 0.1], [0.1, 0.1, -0.4], [0.0, 0.1, -0.2], [-0.2, 0.4, -0.1], [-0.4, 0.0, -0.2], [0.2, -0.3, 0.9], [0.9, -0.3, -0.7], [0.0, 0.0, -0.2], [0.2, -0.1, 0.0], [0.3, -0.1, 0.0], [-0.1, 0.1, -0.1], [0.1, 0.1, 0.2], [0.0, 0.1, 0.2], [-0.1, 0.0, -0.1], [-0.1, -0.2, 0.2], [-0.1, -0.2, 0.1], [-0.1, 0.9, 0.3], [-0.7, -0.6, 0.0]]
}